No. 1
{"formula": "C20H41N4O8P2PdSSe2", "method": "ωB97M-V/def2-TZVPD", "spin_multiplicity": 3, "total_energy_ev": -207338.06798, "charge": -1, "max_force_ha_per_bohr": 0.0137, "s2": 2.008, "gap_ev": [6.05, 6.46], "de_lowest_ev": 0.0821, "elements": ["Pd", "C", "N", "C", "P", "O", "O", "P", "O", "N", "C", "C", "N", "C", "C", "N", "C", "C", "H", "H", "H", "H", "H", "H", "H", "H", "H", "H", "H", "H", "H", "H", "H", "H", "H", "H", "H", "H", "H", "H", "H", "H", "O", "C", "C", "C", "O", "C", "Se", "C", "Se", "H", "H", "H", "H", "H", "H", "H", "H", "H", "H", "C", "C", "C", "C", "C", "C", "C", "S", "O", "O", "O", "H", "H", "H", "H", "H", "H", "H"], "coordinates": [[-0.589, 0.027, -0.834], [0.641, -0.193, 4.165], [-0.066, -1.009, 3.203], [0.462, -2.351, 3.039], [-1.507, -0.665, 2.487], [-1.671, -1.225, 1.141], [-1.541, 0.923, 2.666], [-1.932, 2.125, 1.652], [-2.276, 1.653, 0.311], [-3.140, 2.837, 2.564], [-3.548, 4.162, 2.109], [-4.274, 2.007, 2.940], [-0.714, 3.218, 1.710], [0.033, 3.582, 0.505], [-0.078, 3.564, 2.964], [-2.790, -1.125, 3.459], [-2.706, -0.866, 4.881], [-3.597, -2.274, 3.089], [1.696, -0.149, 3.880], [0.573, -0.607, 5.179], [0.243, 0.819, 4.169], [1.502, -2.284, 2.712], [-0.101, -2.868, 2.263], [0.404, -2.925, 3.972], [-2.667, 4.757, 1.882], [-4.112, 4.655, 2.904], [-4.176, 4.117, 1.211], [-3.932, 1.033, 3.282], [-4.964, 1.852, 2.102], [-4.819, 2.497, 3.751], [-0.530, 3.308, -0.384], [0.997, 3.072, 0.464], [0.193, 4.665, 0.515], [-0.748, 3.338, 3.794], [0.146, 4.634, 2.980], [0.862, 3.019, 3.104], [-2.148, 0.053, 5.061], [-2.215, -1.682, 5.428], [-3.712, -0.740, 5.292], [-3.568, -2.391, 2.009], [-4.631, -2.110, 3.408], [-3.240, -3.199, 3.560], [4.754, -1.627, -2.571], [3.488, -2.276, -2.362], [2.916, -1.935, -0.987], [3.818, -2.483, 0.126], [5.137, -1.958, 0.144], [1.572, -2.667, -0.869], [0.147, -2.016, -2.047], [2.772, -0.413, -0.865], [1.563, 0.200, 0.551], [4.939, -1.615, -3.512], [3.619, -3.364, -2.440], [2.766, -1.955, -3.119], [3.847, -3.580, 0.047], [3.361, -2.226, 1.084], [5.404, -1.820, -0.775], [1.223, -2.592, 0.159], [1.716, -3.727, -1.100], [2.394, -0.012, -1.806], [3.750, 0.028, -0.679], [2.255, -1.652, -6.991], [1.360, -0.803, -6.128], [-0.026, -0.882, -6.239], [-0.851, -0.148, -5.403], [-0.295, 0.676, -4.437], [1.082, 0.774, -4.322], [1.902, 0.044, -5.169], [-1.341, 1.547, -3.270], [-1.944, 2.656, -3.964], [-2.244, 0.525, -2.752], [-0.396, 1.929, -2.199], [1.729, -2.016, -7.874], [2.604, -2.524, -6.431], [3.133, -1.095, -7.322], [-0.463, -1.543, -6.980], [-1.928, -0.233, -5.475], [1.496, 1.408, -3.550], [2.980, 0.120, -5.063]], "forces_ev_per_angstrom": [[-0.140, 0.335, 0.329], [0.076, 0.031, -0.064], [-0.423, -0.037, 0.189], [-0.060, 0.033, -0.098], [0.186, -0.215, 0.379], [-0.068, -0.032, -0.224], [0.113, 0.124, 0.068], [0.130, 0.568, 0.400], [-0.004, -0.152, -0.348], [0.152, 0.008, -0.118], [-0.021, 0.028, -0.032], [-0.052, -0.040, -0.046], [-0.041, -0.338, -0.134], [-0.044, 0.103, -0.038], [-0.031, -0.023, 0.091], [0.142, -0.043, -0.153], [0.030, -0.015, -0.030], [-0.010, 0.035, -0.041], [-0.010, 0.061, -0.021], [-0.025, -0.019, -0.015], [0.043, -0.010, 0.013], [0.034, -0.027, -0.014], [0.053, -0.046, -0.013], [0.021, 0.026, -0.003], [-0.018, 0.037, 0.003], [0.006, -0.017, 0.009], [-0.016, -0.016, 0.018], [-0.025, -0.020, 0.012], [-0.003, 0.010, 0.010], [0.002, -0.013, 0.008], [0.039, -0.024, 0.011], [-0.019, -0.041, 0.029], [-0.030, 0.000, -0.011], [0.036, 0.028, 0.021], [-0.025, 0.008, 0.010], [-0.010, -0.017, -0.047], [-0.024, 0.011, 0.047], [0.010, 0.004, -0.016], [0.011, 0.022, 0.009], [-0.037, -0.039, 0.016], [-0.006, -0.007, -0.018], [0.020, 0.006, -0.003], [0.026, 0.035, 0.020], [-0.120, -0.048, -0.029], [0.051, 0.002, 0.011], [-0.096, -0.026, -0.054], [0.056, 0.002, 0.037], [0.033, 0.024, -0.009], [0.018, -0.187, -0.101], [0.042, 0.072, -0.117], [-0.055, 0.054, -0.021], [0.012, -0.001, -0.021], [0.019, 0.009, -0.002], [0.020, -0.002, 0.007], [0.007, 0.012, -0.008], [0.012, 0.002, 0.042], [0.005, 0.000, 0.010], [-0.035, 0.010, -0.006], [-0.018, 0.000, -0.019], [-0.019, 0.002, 0.023], [-0.023, 0.014, 0.018], [-0.007, -0.008, 0.031], [-0.029, -0.036, -0.060], [0.059, 0.024, 0.011], [-0.079, 0.004, 0.039], [-0.023, 0.158, 0.067], [0.055, 0.060, -0.043], [-0.077, 0.034, 0.037], [0.315, -0.490, 0.001], [-0.046, 0.046, -0.023], [-0.401, -0.104, -0.155], [0.284, 0.086, 0.161], [-0.004, 0.002, -0.001], [0.018, -0.012, -0.025], [0.009, -0.004, 0.003], [0.000, -0.002, -0.005], [0.004, -0.012, 0.009], [0.014, -0.013, -0.003], [0.010, 0.001, -0.006]]}

No. 2
{"formula": "C20H41NO35PS9", "method": "ωB97M-V/def2-TZVPD", "spin_multiplicity": 1, "total_energy_ev": -201360.03405, "charge": -1, "max_force_ha_per_bohr": 0.0791, "gap_ev": 6.08, "elements": ["C", "N", "C", "C", "O", "C", "C", "O", "O", "S", "C", "O", "O", "P", "O", "O", "S", "H", "H", "H", "H", "H", "H", "H", "H", "H", "H", "H", "H", "H", "C", "C", "O", "S", "O", "O", "O", "H", "H", "H", "H", "C", "C", "O", "S", "O", "O", "O", "H", "H", "H", "H", "C", "C", "O", "S", "O", "O", "O", "H", "H", "H", "H", "C", "C", "O", "S", "O", "O", "O", "H", "H", "H", "H", "C", "C", "O", "S", "O", "O", "O", "H", "H", "H", "H", "C", "C", "O", "S", "O", "O", "O", "H", "H", "H", "H", "C", "C", "O", "S", "O", "O", "O", "H", "H", "H", "H"], "coordinates": [[-1.445, -0.582, 1.070], [-2.803, -1.135, 0.961], [-3.860, -0.161, 0.618], [-3.496, 1.331, 0.682], [-2.765, 1.826, -0.387], [-1.573, 2.515, 0.009], [-1.432, 3.875, -0.705], [-2.084, 4.840, -0.246], [-0.653, 3.923, -1.643], [-4.434, -0.599, -1.060], [-4.953, -2.313, -0.946], [-3.382, -0.556, -2.014], [-5.580, 0.206, -1.355], [-3.182, -2.152, 2.227], [-4.750, -2.355, 2.301], [-2.651, -1.593, 3.640], [-2.342, -3.879, 1.951], [-0.785, -1.411, 1.306], [-1.149, -0.192, 0.109], [-1.321, 0.139, 1.873], [-4.742, -0.270, 1.239], [-4.455, 1.855, 0.675], [-3.059, 1.544, 1.657], [-1.530, 2.732, 1.076], [-0.719, 1.923, -0.303], [-5.449, -2.430, 0.010], [-5.665, -2.522, -1.733], [-4.055, -2.906, -1.019], [-4.941, -3.136, 2.830], [-2.227, -0.732, 3.525], [-0.428, -5.161, 6.477], [0.510, -4.081, 6.971], [1.558, -4.049, 5.997], [0.958, -4.412, 4.554], [0.705, -3.208, 3.861], [1.737, -5.455, 4.000], [-0.438, -5.014, 5.054], [-0.049, -6.158, 6.716], [-1.433, -5.052, 6.874], [0.914, -4.293, 7.956], [0.024, -3.103, 6.980], [5.092, -2.919, 4.664], [5.390, -1.715, 3.805], [4.704, -0.634, 4.459], [4.701, -0.883, 6.040], [5.761, -0.147, 6.624], [3.372, -0.774, 6.509], [5.124, -2.426, 6.014], [4.094, -3.310, 4.465], [5.822, -3.709, 4.534], [5.037, -1.831, 2.785], [6.455, -1.483, 3.796], [-3.197, 7.627, -0.635], [-3.934, 7.841, -1.933], [-4.838, 8.936, -1.663], [-4.160, 9.929, -0.614], [-3.577, 11.014, -1.318], [-5.073, 10.147, 0.449], [-2.991, 8.968, -0.118], [-3.796, 7.071, 0.084], [-2.250, 7.117, -0.780], [-4.477, 6.962, -2.252], [-3.257, 8.152, -2.730], [-6.300, 1.345, -5.646], [-5.225, 0.402, -6.121], [-5.953, -0.736, -6.631], [-7.338, -0.249, -7.259], [-7.190, -0.120, -8.662], [-8.382, -1.016, -6.689], [-7.359, 1.219, -6.624], [-6.692, 1.047, -4.677], [-5.951, 2.373, -5.594], [-4.551, 0.105, -5.326], [-4.647, 0.832, -6.942], [10.062, -1.269, 3.476], [10.989, -2.422, 3.164], [10.109, -3.532, 2.925], [8.754, -3.003, 2.261], [8.832, -3.175, 0.859], [7.665, -3.500, 3.015], [8.948, -1.452, 2.589], [9.693, -1.317, 4.503], [10.526, -0.302, 3.305], [11.669, -2.645, 3.981], [11.562, -2.239, 2.253], [9.965, -4.922, -2.056], [10.236, -6.246, -1.381], [10.793, -7.068, -2.416], [11.641, -6.155, -3.426], [13.008, -6.226, -3.069], [11.197, -6.417, -4.741], [11.072, -4.735, -2.950], [9.049, -4.957, -2.648], [9.906, -4.101, -1.348], [9.337, -6.700, -0.976], [10.981, -6.144, -0.589], [-7.866, 5.873, -6.550], [-8.067, 4.612, -5.742], [-7.063, 4.666, -4.728], [-6.789, 6.193, -4.322], [-7.534, 6.498, -3.162], [-5.400, 6.424, -4.413], [-7.524, 6.874, -5.582], [-7.029, 5.771, -7.244], [-8.757, 6.164, -7.100], [-7.951, 3.715, -6.345], [-9.044, 4.601, -5.252]], "forces_ev_per_angstrom": [[0.330, -1.024, -0.187], [-1.499, 1.196, 1.324], [0.478, 0.065, -0.786], [-1.223, 0.216, -0.306], [0.530, -0.129, 0.741], [0.477, 0.398, -0.625], [-0.645, 0.710, 0.459], [-0.773, 0.020, 0.663], [1.283, -0.453, -1.418], [-0.652, -0.266, -0.590], [0.170, 0.633, 0.679], [1.292, -0.211, -0.410], [-0.954, 0.466, 0.401], [2.453, -3.211, -0.465], [-0.651, 1.510, 0.057], [-0.654, 0.925, -0.384], [-0.129, -0.076, 0.118], [0.132, -0.201, -0.043], [-0.017, 0.345, -0.118], [-0.105, 0.477, -0.094], [-0.138, -0.207, 0.119], [-0.233, -0.014, 0.114], [0.239, -0.055, 0.113], [-0.252, -0.259, 0.210], [0.200, -0.221, 0.089], [-0.032, -0.249, 0.125], [0.054, 0.218, -0.326], [0.091, -0.339, 0.076], [0.043, -0.306, -0.032], [0.056, 0.115, 0.307], [0.159, -0.358, 0.218], [-0.318, 0.418, 0.064], [0.026, -0.459, -0.029], [-0.449, 0.050, 0.490], [0.090, 0.209, -0.403], [0.353, -0.066, -0.218], [0.114, 0.292, 0.088], [-0.002, 0.013, 0.037], [-0.087, 0.062, -0.222], [0.236, -0.035, -0.098], [-0.027, -0.018, 0.032], [-0.444, -0.313, -0.256], [0.448, 0.067, 0.044], [-0.270, -0.246, 0.190], [0.117, -0.390, -0.595], [0.140, 0.169, 0.325], [-0.256, 0.234, 0.223], [0.212, 0.304, -0.096], [-0.032, 0.003, -0.012], [0.106, 0.032, 0.222], [-0.203, 0.181, 0.044], [0.004, -0.018, -0.003], [-0.089, -0.361, 0.079], [0.468, 0.031, -0.191], [-0.034, -0.041, 0.351], [0.313, -0.887, -0.192], [0.031, 0.440, 0.071], [-0.245, 0.330, 0.108], [-0.197, 0.286, -0.352], [0.064, -0.035, -0.003], [0.054, 0.038, 0.205], [-0.244, 0.104, 0.064], [-0.003, -0.024, -0.007], [-0.017, -0.025, 0.450], [0.217, 0.205, -0.410], [-0.235, 0.188, 0.258], [0.461, 0.109, 0.361], [-0.206, 0.015, -0.311], [-0.201, -0.224, -0.096], [0.345, 0.006, -0.110], [-0.016, -0.014, 0.100], [-0.158, 0.065, -0.147], [-0.084, -0.281, 0.081], [-0.014, -0.001, 0.015], [0.019, -0.008, 0.528], [0.285, 0.221, -0.371], [-0.266, 0.119, 0.227], [0.624, 0.381, 0.346], [-0.206, -0.134, -0.405], [-0.217, -0.343, -0.070], [0.147, -0.187, -0.239], [0.016, 0.004, -0.001], [-0.162, 0.048, -0.203], [-0.133, -0.236, 0.054], [0.015, 0.030, 0.023], [-0.499, 0.049, -0.085], [0.292, 0.142, 0.391], [-0.194, 0.175, -0.256], [-0.408, 0.168, 0.479], [0.378, 0.028, -0.108], [0.054, -0.195, -0.356], [0.204, -0.251, 0.204], [-0.007, -0.009, 0.020], [0.174, 0.091, -0.082], [0.002, -0.184, -0.184], [-0.035, 0.027, 0.022], [0.369, -0.075, -0.260], [-0.613, -0.068, 0.017], [0.275, 0.090, -0.282], [-0.397, -0.145, -0.376], [-0.037, 0.227, 0.290], [0.381, 0.076, 0.073], [-0.149, -0.261, 0.236], [-0.017, -0.033, -0.025], [-0.041, 0.198, 0.151], [0.155, -0.072, 0.140], [-0.012, -0.006, -0.080]]}